Entry 1:
Below is an isolated molecule of C4H4O, with properties calculated with wB97M-V/def2-TZVPD.

Last column: natural (NBO) charge in e.
Cartesian coordinates (Å):
C 2.3495 -0.0968 0.3540  -0.218
C 1.0451 -0.1860 -0.0532  -0.546
C -0.1997 0.3388 0.2097  0.505
C -1.6231 0.1226 0.1867  -0.158
O -0.9134 1.4327 0.1411  -0.378
H 3.0067 -0.5767 -0.3982  0.131
H 0.6249 -0.8355 -0.8551  0.245
H -2.1394 -0.0270 1.1316  0.211
H -2.1507 -0.1722 -0.7166  0.208

As for the highest occupied orbital energy (spin up / spin down): -7.83 / -7.84 eV. The calculation puts the total energy at -6253.5870 eV. The value obtained for the energy relative to the best compared isomer or geometry (same formula, charge and spin) is 5.7924 eV. The calculation puts the lowest unoccupied orbital energy (spin up / spin down) at -0.017 / -0.017 hartree. The value obtained for the orbital gap (spin up / spin down) is 7.360 / 7.368 eV. Its net charge is 0.

---

Entry 2:
Below is C34H31N6O5SSeW as an isolated structure, with properties calculated with wB97M-V/def2-TZVPD.

Last column: Mulliken charge in e.
Cartesian coordinates (Å):
W -0.1990 0.2217 -0.6132  1.180
C 3.1378 1.8172 1.9142  -2.158
C 2.2654 1.3263 0.8131  1.110
N 1.1291 0.7651 0.9979  1.661
N 0.6752 0.5458 2.2757  -1.617
C -0.3548 -0.2603 2.2282  -0.006
O -0.8401 -0.7294 1.1337  -0.644
C -1.0083 -0.6426 3.4997  0.518
C -0.4526 -0.2827 4.7250  -0.272
C -1.1171 -0.5886 5.9024  -0.781
C -2.3360 -1.2536 5.8624  -0.423
C -2.8889 -1.6186 4.6417  -0.770
C -2.2261 -1.3148 3.4624  -0.274
C 2.7007 1.3480 -0.5914  0.739
C 3.9945 1.6834 -0.9464  -0.813
C 4.4093 1.4830 -2.2539  -0.795
C 3.5157 0.9387 -3.1530  -0.933
C 2.2261 0.6596 -2.7317  -0.332
N 1.8087 0.8854 -1.4879  0.703
H 2.5709 1.8785 2.8369  0.404
H 3.5522 2.7946 1.6643  0.480
H 3.9709 1.1272 2.0686  0.367
H 0.4987 0.2307 4.7421  0.504
H -0.6808 -0.3153 6.8542  0.434
H -2.8505 -1.4949 6.7834  0.421
H -3.8339 -2.1451 4.6110  0.421
H -2.6428 -1.5910 2.5034  0.459
H 4.6761 2.0608 -0.1987  0.490
H 5.4201 1.7262 -2.5521  0.441
H 3.7945 0.7322 -4.1761  0.495
H 1.4867 0.2766 -3.4189  0.561
O -4.3940 -0.9313 -1.0211  -0.567
C -3.0883 -0.7694 -1.0174  0.068
O -2.5324 0.1746 -0.4828  -0.069
C -2.3050 -1.8315 -1.6617  0.385
C -2.8081 -2.9727 -2.2484  -0.511
C -1.9049 -3.9315 -2.6934  -0.658
C -0.5531 -3.7403 -2.4695  -0.763
C -0.1380 -2.5750 -1.8458  0.338
N -0.9936 -1.6172 -1.5103  0.303
C 1.2601 -2.2898 -1.3673  -0.054
O 2.2055 -2.9474 -1.7283  -0.686
O 1.2559 -1.3140 -0.5062  -0.573
H -4.8076 -0.1846 -0.5589  0.488
H -3.8759 -3.1063 -2.3442  0.589
H -2.2617 -4.8314 -3.1749  0.478
H 0.1949 -4.4720 -2.7423  0.616
C -3.1527 6.7332 -3.8564  -1.528
C -2.6285 5.3441 -3.6147  0.582
C -1.2688 5.0768 -3.5927  -1.296
C -0.7720 3.7934 -3.3819  1.051
C 0.7187 3.5913 -3.3837  -1.136
C -1.6654 2.7387 -3.1723  0.516
Se -1.0003 0.9261 -3.0249  -0.022
C -3.0454 2.9855 -3.1907  0.843
C -4.0640 1.9020 -2.9798  -1.105
C -3.4995 4.2802 -3.4120  -1.255
H -2.3472 7.4220 -4.1068  0.354
H -3.6646 7.1193 -2.9727  0.322
H -3.8722 6.7418 -4.6761  0.368
H -0.5659 5.8869 -3.7557  0.290
H 1.2345 4.5438 -3.5023  0.414
H 1.0199 2.9340 -4.2008  0.325
H 1.0592 3.1299 -2.4553  0.052
H -3.9626 1.1016 -3.7150  0.327
H -5.0730 2.3079 -3.0465  0.426
H -3.9343 1.4576 -1.9966  -0.078
H -4.5693 4.4607 -3.4359  0.359
S -0.7522 2.6122 -0.2261  -0.546
C -1.5944 2.8602 1.2323  0.113
N -1.6353 4.1540 1.6801  0.055
C -2.2699 4.5199 2.8108  -0.150
C -2.9011 3.5693 3.5503  -1.089
C -2.8566 2.2586 3.0436  0.171
N -2.2444 1.9210 1.9311  0.058
H -1.1563 4.8454 1.1160  0.262
H -2.2346 5.5689 3.0678  0.461
H -3.4128 3.8137 4.4672  0.432
H -3.3469 1.4474 3.5750  0.470

As for the highest occupied orbital energy (spin up / spin down): -9.58 / -9.58 eV. The calculation puts the total energy at -132944.7853 eV. The value obtained for the energy relative to the best compared isomer or geometry (same formula, charge and spin) is 0.3367 eV. The calculation puts the lowest unoccupied orbital energy (spin up / spin down) at -0.122 / -0.122 hartree. The value obtained for the orbital gap (spin up / spin down) is 6.271 / 6.270 eV. Its net charge is +1.

---

Entry 3:
Below is an isolated molecule of C5H8O2, with properties calculated with wB97M-V/def2-TZVPD.

Last column: natural (NBO) charge in e.
Cartesian coordinates (Å):
C 3.0847 1.8016 -1.8517  -0.336
C 2.2371 1.3800 -1.0988  0.318
O 1.4208 0.9624 -0.2214  -0.290
O 0.2120 0.0775 -0.7078  -0.238
C -0.4548 -0.3038 0.4589  0.060
C -0.5864 -1.8237 0.5064  -0.623
C -1.7861 0.4296 0.6138  -0.630
H 3.8455 2.2164 -2.4446  0.238
H 0.2332 0.0173 1.2787  0.208
H -1.1611 -2.1589 -0.3561  0.211
H -1.1007 -2.1287 1.4168  0.216
H 0.3896 -2.2945 0.4697  0.222
H -2.2779 0.1257 1.5343  0.213
H -2.4301 0.1920 -0.2348  0.211
H -1.6257 1.5072 0.6365  0.221

As for the highest occupied orbital energy: -9.35 eV. The calculation puts the total energy at -9404.0510 eV. The value obtained for the energy relative to the best compared isomer or geometry (same formula, charge and spin) is 5.7812 eV. The calculation puts the lowest unoccupied orbital energy at -0.012 hartree. As for the structure (SMILES): C#COOC(C)C. The value obtained for the orbital gap is 9.021 eV. Its net charge is 0.

---

Entry 4:
Below is an isolated ion of composition C10H15BBrF5I2NO6P2 and charge +1, with properties calculated with wB97M-V/def2-TZVPD.

Last column: natural (NBO) charge in e.
Cartesian coordinates (Å):
O 2.6079 -1.2281 2.6438  -0.464
C 1.5194 -1.4318 2.2708  0.399
C 1.2207 -2.7165 1.5038  -0.546
C 0.4573 -2.5882 0.1777  -0.305
C -1.0521 -2.2092 0.2765  -0.238
Br -1.9316 -3.2870 1.6269  0.101
C -1.3634 -0.6679 0.3885  -0.426
C -2.8734 -0.4540 0.4113  0.626
F -3.2565 0.6813 -0.1788  -0.302
F -3.5324 -1.4006 -0.2561  -0.305
C -3.5216 -0.3918 1.8671  0.923
F -2.6413 -0.5408 2.8358  -0.312
F -4.0871 0.7753 2.0461  -0.295
F -4.4704 -1.2678 1.9800  -0.283
C -0.6401 0.1726 -0.7079  0.152
I -1.4806 -0.1438 -2.6871  0.240
C -0.6326 1.6908 -0.2780  -0.866
B -1.2060 2.7313 -1.3561  1.167
O -0.2765 3.5156 -2.0091  -0.876
O -2.5395 2.9421 -1.6271  -0.911
N 0.8265 -0.2295 -0.7199  -0.769
P 1.8685 0.6125 -1.9386  0.345
P 3.1296 1.9535 -0.7596  2.072
O 2.7562 3.3474 -0.9151  -1.069
O 4.6434 1.7709 -1.2400  -0.969
O 3.0320 1.5162 0.7860  -1.013
C 1.0873 -1.6958 -0.8859  -0.143
I 3.2703 -1.9523 -1.0735  0.248
H 0.7540 -0.6728 2.5547  0.111
H 2.1866 -3.1784 1.2995  0.260
H 0.7464 -3.4032 2.2098  0.277
H 0.4563 -3.5889 -0.2621  0.270
H -1.4831 -2.5101 -0.6812  0.238
H -0.8605 -0.3563 1.3084  0.259
H -1.3070 1.7378 0.5846  0.264
H 0.3512 2.0030 0.0877  0.254
H -0.6020 3.6040 -2.9185  0.494
H -2.7855 2.6538 -2.5158  0.508
H 1.1925 0.0617 0.2021  0.482
H 1.1654 1.5117 -2.7712  0.086
H 5.1831 2.4440 -0.7934  0.526
H 3.3682 2.2179 1.3682  0.538
H 0.7204 -2.0288 -1.8542  0.252

As for the highest occupied orbital energy: -12.42 eV. The calculation puts the total energy at -143469.6812 eV. The calculation puts the lowest unoccupied orbital energy at -0.148 hartree. The value obtained for the orbital gap is 8.390 eV. Its net charge is +1.

---

Entry 5:
Below is an isolated ion of composition C4H7O2 and charge -1, with properties calculated with wB97M-V/def2-TZVPD.

Last column: natural (NBO) charge in e.
Cartesian coordinates (Å):
O 1.0294 1.0932 2.6292  -0.612
C 0.9705 1.0529 1.3985  0.429
C 0.2834 -0.0974 0.7754  -0.558
C 0.3564 -0.1869 -0.7754  -0.438
C -1.0853 -0.6694 -1.1598  -0.024
O -2.0488 0.0957 -0.6085  -0.949
H 1.3937 1.9590 0.9256  0.111
H -0.7954 0.2575 0.9792  0.319
H 0.5312 -1.0462 1.2289  0.217
H 0.5843 0.8010 -1.1423  0.174
H 1.1902 -0.7848 -1.1951  0.165
H -1.1646 -0.7506 -2.2429  0.093
H -1.2450 -1.7241 -0.8129  0.074

As for the highest occupied orbital energy: -2.52 eV. The calculation puts the total energy at -8355.3827 eV. The value obtained for the energy relative to the best compared isomer or geometry (same formula, charge and spin) is 2.6937 eV. The calculation puts the lowest unoccupied orbital energy at 0.153 hartree. As for the structure (SMILES): O=CCCC[O-]. The value obtained for the orbital gap is 6.682 eV. Its net charge is -1.

---

Entry 6:
Below is an isolated molecule of CH2N2O4S, with properties calculated with wB97M-V/def2-TZVPD.

Last column: natural (NBO) charge in e.
Cartesian coordinates (Å):
N 0.0018 -1.2012 2.3022  -0.466
C -0.2472 -1.4162 1.1841  0.532
O -0.4285 -1.6294 -0.0037  -0.642
S 0.1510 -0.1897 -1.0792  2.431
O 1.2565 -0.7704 -1.7046  -0.849
O -0.9759 0.2181 -1.7709  -0.853
N 0.5856 0.8734 0.0477  -0.563
O -0.5599 1.4813 0.4600  -0.526
H 1.1181 0.5675 0.8422  0.442
H -0.9014 2.0665 -0.2778  0.495

As for the highest occupied orbital energy: -10.94 eV. The calculation puts the total energy at -23070.5220 eV. The value obtained for the energy relative to the best compared isomer or geometry (same formula, charge and spin) is 1.7115 eV. The calculation puts the lowest unoccupied orbital energy at -0.007 hartree. As for the structure (SMILES): N#COS(=O)(=O)NO. The value obtained for the orbital gap is 10.755 eV. Its net charge is 0.